The following is a quantum chemistry calculation of a cluster of 15 separate species, CH29O17 in total, from OMol25.

Calculated values
- frontier orbital gap (eV) = 7.67

```
! RIJCOSX wB97M-V def2-TZVPD def2/J DEFGRID3
* xyz -1 1
C -0.157 -0.290 -0.556
O -0.804 -1.286 -0.543
O 0.440 0.157 0.606
O 0.012 0.284 -1.618
H 0.181 -0.442 1.365
O -0.681 2.725 -0.635
H -0.458 2.801 0.305
H -0.828 1.743 -0.687
O -0.685 2.810 -3.591
H -1.189 2.411 -2.918
H -0.283 3.594 -3.259
O 3.071 1.005 0.803
H 2.232 0.957 0.318
H 3.011 0.211 1.373
O 1.414 1.276 -4.592
H 0.695 1.789 -4.972
H 1.054 1.017 -3.727
O -0.653 2.443 2.320
H -1.204 2.914 2.918
H 0.104 2.089 2.816
O -2.613 -3.673 -1.436
H -2.237 -2.977 -0.909
H -2.612 -4.436 -0.818
O 1.866 2.423 -1.542
H 0.913 2.470 -1.420
H 2.008 1.556 -1.871
O 0.499 -2.571 -2.406
H -0.004 -1.867 -2.021
H 0.125 -2.691 -3.256
O -0.438 -2.031 2.499
H -1.127 -1.368 2.595
H -0.538 -2.406 1.628
O 2.644 -0.967 2.492
H 3.298 -0.826 3.222
H 1.982 -0.385 2.902
O 1.167 0.682 3.962
H 0.798 0.271 4.763
H 1.865 1.292 4.231
O 0.373 -3.630 0.341
H 0.492 -3.316 -0.524
H 0.502 -4.592 0.296
O -2.201 -0.092 2.693
H -1.582 0.578 2.413
H -2.893 0.430 3.115
O -2.583 0.175 -2.553
H -1.731 -0.080 -2.229
H -3.246 -0.179 -1.895
*
```

***

The following is a quantum chemistry calculation of a structure of composition C5H5FMgO4Rb, from OMol25.

Calculated values
- frontier orbital gap (alpha / beta) (eV) = 6.72 / 6.07

```
! RIJCOSX wB97M-V def2-TZVPD def2/J DEFGRID3
* xyz 2 2
H -4.516 3.500 -1.259
O -3.774 1.880 -0.117
O -2.699 0.833 -1.677
O -2.464 0.137 0.457
C -3.845 2.649 -1.270
C -3.312 1.925 -2.256
C -2.986 0.846 -0.372
H -3.156 2.094 -3.315
C 2.009 1.095 -1.806
C 2.572 1.763 -0.614
O 2.514 1.253 0.505
Mg 3.221 2.094 2.397
Rb 0.857 -1.579 1.158
F 1.540 -0.162 -1.462
H 2.789 0.981 -2.573
H 3.153 2.683 -0.792
H 1.173 1.710 -2.244
*
```

***

The following is a quantum chemistry calculation of the molecule C4H4N2O, from OMol25.

Calculated values
- frontier orbital gap (eV) = 9.65

```
! RIJCOSX wB97M-V def2-TZVPD def2/J DEFGRID3
* xyz 0 1
C 0.088 -0.592 -1.457
C 1.094 -0.209 -0.665
N 0.796 0.401 0.645
C -0.370 0.478 1.325
O -0.523 0.573 2.524
C -1.646 0.327 0.572
N -2.787 0.184 0.273
H -0.973 -0.728 -1.052
H 0.511 -0.917 -2.458
H 2.144 -0.302 -0.893
H 1.665 0.787 1.187
*
```

***

The following is a quantum chemistry calculation of a cluster of 2 separate species, C3H9N in total, from OMol25.

Calculated values
- frontier orbital gap (eV) = 10.64

```
! RIJCOSX wB97M-V def2-TZVPD def2/J DEFGRID3
* xyz 0 1
C -0.434 1.337 -1.669
C -1.160 0.492 -0.937
C -1.532 0.681 0.501
H -0.296 1.182 -2.728
H -0.188 2.288 -1.233
H -1.538 -0.421 -1.369
H -2.609 0.494 0.531
H -1.369 1.690 0.870
H -1.111 -0.113 1.112
N 2.587 -1.981 1.408
H 1.591 -1.989 1.283
H 3.025 -2.570 0.718
H 3.033 -1.090 1.514
*
```

***

The following is a quantum chemistry calculation of a structure of composition C19H20BrClF5N5O5PtS, from OMol25.

Calculated values
- frontier orbital gap (eV) = 7.19

```
! RIJCOSX wB97M-V def2-TZVPD def2/J DEFGRID3
* xyz 0 1
Pt -0.863 1.149 -0.511
C -1.981 2.785 4.284
N -0.944 2.982 3.277
C -0.640 4.377 2.973
C -0.681 2.071 2.304
N -0.223 2.334 1.137
N -0.835 0.736 2.709
C -0.893 -0.410 1.948
N -0.704 -1.560 2.660
N -1.236 -0.408 0.704
H -2.824 3.448 4.078
H -1.593 3.010 5.279
H -2.363 1.769 4.268
H -0.782 4.958 3.881
H -1.287 4.772 2.184
H 0.401 4.475 2.668
H -0.153 3.321 0.917
H -0.752 0.588 3.700
H -0.152 -1.525 3.500
H -0.594 -2.403 2.118
H -1.233 -1.334 0.292
F -0.323 -3.429 -1.374
C 0.693 -2.579 -1.177
F 1.760 -3.024 -1.870
H 0.428 -1.573 -1.501
Cl 5.873 -4.135 4.467
C 4.727 -3.468 3.356
C 3.802 -4.305 2.752
C 2.886 -3.769 1.862
C 2.901 -2.406 1.588
C 3.840 -1.578 2.200
C 4.759 -2.105 3.087
C 1.947 -1.776 0.646
O 1.929 -0.625 0.329
O 0.987 -2.673 0.188
H 3.808 -5.363 2.973
H 2.168 -4.410 1.371
H 3.840 -0.522 1.964
H 5.496 -1.478 3.566
Br -2.542 -2.643 -5.778
C -2.113 -1.546 -4.287
C -2.857 -1.646 -3.127
C -2.524 -0.850 -2.036
C -1.456 0.051 -2.073
C -0.752 0.144 -3.281
C -1.064 -0.646 -4.379
H -3.690 -2.334 -3.072
H -3.143 -0.926 -1.148
H 0.061 0.856 -3.370
H -0.500 -0.559 -5.299
F -2.154 5.137 -3.358
C -2.864 4.206 -2.719
F -2.955 3.131 -3.498
F -4.088 4.684 -2.500
S -2.094 3.763 -1.110
O -1.744 5.002 -0.467
O -3.110 2.966 -0.470
O -0.875 2.980 -1.522
*
```

***

The following is a quantum chemistry calculation of the ion C4H11N2 with charge +1, from OMol25.

Calculated values
- frontier orbital gap (eV) = 11.28

```
! RIJCOSX wB97M-V def2-TZVPD def2/J DEFGRID3
* xyz 1 1
C -0.125 1.744 -1.597
C 1.100 1.069 -0.920
C 0.688 0.526 0.445
N -0.244 -0.632 0.272
C -0.671 -1.233 1.359
N -1.112 -2.471 1.370
H -0.803 2.152 -0.839
H 0.074 2.527 -2.317
H -0.683 0.901 -2.005
H 1.302 0.243 -1.610
H 2.048 1.597 -0.852
H 1.526 0.220 1.079
H 0.156 1.233 1.084
H -0.132 -1.197 -0.562
H -0.635 -0.730 2.316
H -1.262 -2.948 2.247
H -1.228 -3.001 0.532
*
```

***

The following is a quantum chemistry calculation of the molecule C12H16, from OMol25.

Calculated values
- frontier orbital gap (eV) = 8.97

```
! RIJCOSX wB97M-V def2-TZVPD def2/J DEFGRID3
* xyz 0 1
C -2.518 1.590 0.003
C -1.534 0.691 -0.056
C -1.547 -0.769 0.021
C -2.560 -1.613 -0.118
C -0.023 -1.116 0.018
C 0.381 -2.553 0.152
C 0.747 0.051 0.716
C 1.706 0.034 1.901
C -0.020 1.085 -0.077
C 0.381 2.506 -0.043
C 0.825 -0.052 -0.735
C 1.607 0.121 -2.053
H -2.244 2.665 -0.228
H -3.466 1.280 0.265
H -2.354 -2.739 -0.090
H -3.479 -1.129 -0.119
H 1.270 -2.879 -0.242
H -0.361 -3.095 -0.431
H 0.502 -2.970 1.108
H 1.353 0.741 2.548
H 2.693 0.135 1.658
H 1.723 -0.850 2.497
H -0.211 2.953 0.644
H 0.302 3.114 -0.923
H 1.393 2.507 0.501
H 2.551 -0.409 -1.947
H 1.760 1.138 -2.211
H 1.121 -0.441 -2.760
*
```

***

The following is a quantum chemistry calculation of the molecule C3H5BrS, from OMol25.

Calculated values
- frontier orbital gap (eV) = 9.56

```
! RIJCOSX wB97M-V def2-TZVPD def2/J DEFGRID3
* xyz 0 1
C -1.283 -0.611 2.202
C -1.085 -0.147 0.963
Br -2.322 0.004 -0.405
S 0.572 0.732 0.463
C 1.578 -0.752 0.279
H -2.235 -1.117 2.369
H -0.374 -0.831 2.757
H 1.718 -1.152 1.255
H 2.490 -0.414 -0.084
H 1.132 -1.441 -0.429
*
```

***

The following is a quantum chemistry calculation of a structure of composition C35H38Cl3CsGe2N3O4S2, from OMol25.

Calculated values
- frontier orbital gap (eV) = 6.71

```
! RIJCOSX wB97M-V def2-TZVPD def2/J DEFGRID3
* xyz -1 1
Cs -0.564 1.697 0.597
O 3.076 6.190 2.770
C 3.965 5.562 2.034
O 5.081 5.993 1.847
C 3.526 4.274 1.423
C 4.178 3.634 0.390
Cl 5.540 4.107 -0.513
N 3.498 2.498 0.103
N 2.420 2.369 0.900
C 2.419 3.427 1.697
C 1.235 3.621 2.639
O 1.046 4.793 3.051
O 0.520 2.630 2.862
C 3.732 1.573 -0.958
C 4.957 0.925 -1.039
C 5.199 0.052 -2.087
C 4.215 -0.185 -3.038
C 2.986 0.448 -2.933
C 2.737 1.332 -1.892
H 2.186 5.672 2.798
H 5.709 1.108 -0.285
H 6.156 -0.450 -2.155
H 4.405 -0.870 -3.855
H 2.195 0.262 -3.649
H 1.757 1.791 -1.841
S -0.915 1.164 -2.873
C -0.799 2.866 -2.748
N -0.695 3.622 -1.685
C -0.577 4.961 -2.001
C -0.398 5.982 -1.067
C -0.281 7.287 -1.510
C -0.338 7.590 -2.871
C -0.505 6.585 -3.810
C -0.619 5.273 -3.369
S -0.794 3.801 -4.268
H -0.340 5.740 -0.013
H -0.133 8.082 -0.790
H -0.241 8.617 -3.199
H -0.536 6.816 -4.868
C 2.941 -2.285 -0.042
C 1.580 -1.681 -0.383
Ge 0.202 -2.167 0.922
C 0.657 -1.368 2.667
C 0.632 -2.366 3.823
C -0.185 -4.099 0.906
C -1.438 -4.230 0.425
Ge -2.126 -2.364 0.271
C -3.448 -1.951 1.674
C -4.691 -2.840 1.654
C -2.789 -1.854 -1.505
C -1.879 -2.365 -2.620
C -2.118 -5.502 0.096
C -3.369 -5.474 -0.517
C -4.034 -6.643 -0.856
C -3.455 -7.873 -0.586
C -2.204 -7.921 0.018
C -1.544 -6.751 0.350
H 3.704 -1.962 -0.754
H 2.905 -3.377 -0.059
H 3.274 -1.981 0.953
H 1.254 -1.979 -1.381
H 1.650 -0.593 -0.391
H -0.056 -0.563 2.859
H 1.635 -0.888 2.585
H -0.342 -2.854 3.904
H 0.841 -1.876 4.776
H 1.373 -3.156 3.683
H 0.449 -4.954 1.137
H -3.732 -0.901 1.551
H -2.947 -2.019 2.642
H -5.219 -2.766 0.700
H -5.396 -2.556 2.439
H -4.431 -3.889 1.804
H -2.839 -0.763 -1.553
H -3.811 -2.224 -1.633
H -0.883 -1.927 -2.532
H -2.262 -2.088 -3.604
H -1.772 -3.453 -2.588
H -3.823 -4.515 -0.738
H -5.005 -6.592 -1.333
H -3.969 -8.789 -0.848
H -1.741 -8.877 0.229
H -0.568 -6.806 0.816
Cl -3.802 2.243 1.868
C -3.228 2.375 3.541
Cl -2.393 0.904 4.065
H -4.085 2.533 4.184
H -2.515 3.191 3.588
*
```

***

The following is a quantum chemistry calculation of the molecule C5H8O2, from OMol25.

Calculated values
- frontier orbital gap (eV) = 8.76

```
! RIJCOSX wB97M-V def2-TZVPD def2/J DEFGRID3
* xyz 0 1
O 2.271 0.908 0.527
C 1.954 -0.197 -0.298
C 0.568 -0.345 -0.740
C -0.358 0.696 -0.247
C -1.801 0.201 -0.169
C -1.854 -1.087 0.625
O -2.837 -1.516 1.177
H 3.205 0.855 0.762
H 2.119 -1.167 0.216
H 2.597 -0.245 -1.193
H -0.894 -1.654 0.650
H -0.039 1.239 0.653
H -0.266 1.429 -1.073
H -2.177 -0.043 -1.171
H -2.487 0.926 0.281
*
```

***

The following is a quantum chemistry calculation of the ion C3H5N2 with charge +1, from OMol25.

Calculated values
- frontier orbital gap (eV) = 10.47

```
! RIJCOSX wB97M-V def2-TZVPD def2/J DEFGRID3
* xyz 1 1
N -1.129 0.780 0.652
C -0.763 -0.350 0.151
C 0.484 -0.792 -0.058
C 1.378 0.328 -0.667
N 1.885 -0.185 0.308
H -2.165 0.881 0.815
H -0.445 1.305 1.077
H -1.508 -1.019 -0.222
H 0.750 -1.800 -0.425
H 1.514 0.852 -1.630
*
```

***

The following is a quantum chemistry calculation of the molecule C4H9NO2, from OMol25.

Calculated values
- frontier orbital gap (eV) = 9.27

```
! RIJCOSX wB97M-V def2-TZVPD def2/J DEFGRID3
* xyz 0 1
C 1.868 0.320 -0.349
N 1.098 -0.411 0.661
C -0.340 -0.478 0.560
C -0.817 -1.481 -0.540
O -0.286 -2.552 -0.587
C -0.987 0.913 0.497
O -1.768 1.074 -0.674
H 2.037 -0.333 -1.218
H 2.741 0.814 0.055
H 1.184 1.035 -0.820
H 1.514 -1.320 0.823
H -0.611 -0.956 1.502
H -1.653 -1.228 -1.206
H -1.616 1.071 1.372
H -0.151 1.612 0.564
H -2.215 1.921 -0.640
*
```

***

The following is a quantum chemistry calculation of a structure of composition H24O12Xe, from OMol25.

Calculated values
- frontier orbital gap (eV) = 10.21

```
! RIJCOSX wB97M-V def2-TZVPD def2/J DEFGRID3
* xyz 0 1
Xe -0.431 -0.103 -0.159
O 3.321 -0.077 -0.546
H 2.988 0.390 -1.313
H 2.894 -0.933 -0.582
O -1.675 -3.131 1.499
H -2.106 -2.985 0.657
H -1.940 -2.386 2.038
O 0.111 -3.755 -1.503
H 0.065 -3.072 -2.172
H -0.701 -4.251 -1.611
O -3.443 1.451 1.945
H -4.075 1.570 1.236
H -3.818 1.931 2.684
O -0.138 -0.038 -4.511
H 0.461 0.510 -4.004
H -1.009 0.201 -4.194
O 2.013 0.956 -2.854
H 1.879 1.853 -2.548
H 2.763 1.013 -3.445
O 2.693 1.191 1.882
H 2.851 0.654 1.106
H 2.493 2.061 1.536
O 0.501 -0.490 3.208
H 1.096 0.101 2.748
H 0.903 -1.354 3.118
O -2.240 -0.677 2.957
H -1.309 -0.470 2.879
H -2.688 0.120 2.675
O -0.523 3.109 -1.876
H -0.670 2.809 -0.979
H -1.130 2.591 -2.405
O 2.349 -2.616 0.037
H 1.619 -2.781 -0.559
H 2.991 -3.294 -0.177
O -1.673 3.337 0.927
H -2.322 4.027 1.063
H -2.099 2.540 1.243
*
```

***

The following is a quantum chemistry calculation of a cluster of 2 separate species, C5H13N2O2PS2 in total, from OMol25.

Calculated values
- frontier orbital gap (eV) = 8.45

```
! RIJCOSX wB97M-V def2-TZVPD def2/J DEFGRID3
* xyz 0 1
C -0.828 -1.510 0.935
C -2.612 -0.018 0.417
C -2.643 -2.499 -0.234
C 2.828 -0.491 -0.920
C 2.022 3.221 -0.259
N -0.144 0.440 1.541
N -1.982 -1.344 0.413
O 2.133 -0.092 0.275
O 1.334 2.335 0.610
P 0.725 0.843 0.222
S 0.316 -2.583 1.054
S -0.177 0.766 -1.498
H -2.110 0.788 1.060
H -2.591 0.160 -0.629
H -3.589 -0.326 0.732
H -2.003 -3.418 -0.006
H -3.636 -2.323 0.189
H -2.813 -2.491 -1.371
H 2.020 -0.559 -1.832
H 3.022 -1.517 -0.708
H 3.793 0.162 -1.249
H 2.943 2.826 -0.390
H 2.117 3.980 0.465
H 1.509 3.263 -1.215
H 0.366 0.386 2.399
*
```

***

Number 1: maximum force 6.19 eV/Å. Number 2: maximum force 1.68 eV/Å. Number 3: maximum force 4.39 eV/Å. Number 4: maximum force 1.26 eV/Å. Number 5: maximum force 0.99 eV/Å. Number 6: maximum force 1.23 eV/Å. Number 7: maximum force 4.51 eV/Å. Number 8: maximum force 3.02 eV/Å. Number 9: maximum force 0.85 eV/Å. Number 10: maximum force 0.52 eV/Å. Number 11: maximum force 5.27 eV/Å. Number 12: maximum force 2.35 eV/Å. Number 13: maximum force 1.03 eV/Å. Number 14: maximum force 3.53 eV/Å.